DFT (wB97M-V/def2-TZVPD) results for a molecular structure, C23H35AlO3S3Si2Te.

Last column: natural (NBO) charge in e.
Atoms and positions in Å:
Al 0.316 -0.015 -1.373  0.955
C 3.805 -0.092 -2.675  -1.095
Si 2.702 -0.882 -1.332  0.949
C 3.169 -2.737 -1.413  -1.106
C 3.576 -0.252 0.265  -0.419
C 4.910 -0.581 0.547  -0.162
C 5.570 -0.090 1.662  -0.267
C 4.893 0.751 2.539  -0.251
C 3.571 1.079 2.283  -0.212
C 2.887 0.599 1.157  -0.417
Si 1.028 1.040 0.892  0.942
C 0.986 2.936 1.148  -1.093
C 0.337 0.441 2.578  -1.092
H 4.849 -0.417 -2.578  0.189
H 3.771 0.998 -2.592  0.225
H 3.442 -0.347 -3.674  0.226
H 4.196 -2.893 -1.765  0.195
H 2.493 -3.259 -2.096  0.231
H 3.071 -3.203 -0.427  0.213
H 5.445 -1.240 -0.132  0.179
H 6.607 -0.354 1.848  0.182
H 5.396 1.145 3.418  0.182
H 3.051 1.721 2.990  0.186
H 1.577 3.242 2.019  0.195
H -0.044 3.275 1.297  0.213
H 1.379 3.455 0.270  0.222
H 0.774 1.022 3.401  0.198
H 0.599 -0.604 2.747  0.210
H -0.750 0.533 2.641  0.219
C -1.442 1.662 -5.123  -0.634
C -0.782 0.734 -4.134  -0.175
S 0.416 1.527 -3.092  -0.386
C -1.077 -0.576 -4.079  -0.186
C -2.111 -1.190 -5.001  -0.641
S -0.297 -1.689 -2.948  -0.394
H -1.639 2.629 -4.658  0.213
H -2.388 1.263 -5.493  0.198
H -0.789 1.843 -5.986  0.189
H -3.111 -0.788 -4.804  0.208
H -2.152 -2.267 -4.845  0.215
H -1.880 -1.008 -6.056  0.186
C -3.653 3.098 4.505  -0.621
C -3.510 2.347 3.207  -0.033
C -3.165 3.012 2.032  -0.233
C -3.034 2.325 0.836  -0.122
C -3.244 0.953 0.807  -0.344
C -3.589 0.274 1.963  -0.180
C -3.722 0.976 3.155  -0.228
S -3.002 0.076 -0.723  2.465
O -3.829 0.747 -1.695  -0.977
O -3.320 -1.312 -0.439  -1.006
O -1.563 0.276 -0.970  -1.062
H -3.125 4.051 4.467  0.208
H -3.249 2.520 5.338  0.210
H -4.703 3.308 4.728  0.203
H -2.977 4.080 2.060  0.198
H -2.745 2.836 -0.074  0.232
H -3.725 -0.798 1.922  0.246
H -3.970 0.439 4.065  0.196
C -1.706 -4.145 -0.349  -0.890
Te -1.016 -2.659 1.000  0.564
C 0.318 -4.009 1.988  -0.920
H -1.846 -5.084 0.185  0.193
H -0.991 -4.250 -1.161  0.231
H -2.649 -3.783 -0.750  0.249
H 0.932 -4.528 1.253  0.214
H -0.244 -4.729 2.581  0.197
H 0.971 -3.432 2.642  0.223

Results
E: -92717.658 eV
HOMO level: -0.34 eV
orbital gap: 0.1599 Eh
LUMO level: 4.01 eV
energy relative to the best compared isomer or geometry (same formula, charge and spin): 0.0 kcal/mol
net charge: -2